The following is a DFT calculation (wB97M-V/def2-TZVPD) of a single C4H12N2O molecule.

Element x y z (Å)
C -1.733 1.681 0.484
H 0.645 1.144 -1.572
O 0.456 -2.707 -1.416
H 1.914 0.597 -0.782
H -0.770 -0.475 -0.760
C 0.162 0.172 0.974
H -2.469 1.404 1.257
H 1.005 -2.394 -2.151
H -1.942 2.720 0.239
H 1.922 -1.807 -0.231
H 1.188 0.181 1.357
H -2.008 1.068 -0.370
N 1.125 0.299 -1.338
C 0.270 -0.480 -0.424
N -0.377 1.507 0.958
H -0.424 -0.511 1.617
H -0.310 1.858 1.904
H 0.515 -2.387 0.582
C 0.830 -1.870 -0.326

Calculated values
SMILES: CNC[C@@H](N)CO
HOMO level, eV: -9.0